Entry from the Open Molecules 2025 dataset: a single C4H8O2 molecule at a distorted geometry (ωB97M-V with the def2-TZVPD basis set).

The value obtained for the total energy is -8371.22833 eV. Its SMILES is O[C@@H]1CCOC1. The relative energy (zero: lowest compared OMol25 entry of this formula, charge and spin) comes out at 198.1 kJ/mol.

The geometry in XYZ format:
```
14
Properties=species:S:1:pos:R:3:forces:R:3
O -1.092794 -1.449820 -0.543881 -0.147 0.474 0.229
C -0.446945 -0.235788 -0.874952 -0.016 1.238 0.331
C 1.035263 -0.280687 -0.570386 0.108 0.119 0.004
C 1.028141 -0.032219 0.930120 0.323 -0.114 0.051
O 0.129759 1.055203 1.105280 0.119 0.160 -0.035
C -0.958391 0.839963 0.239215 0.185 0.110 -0.745
H -1.561212 -0.921129 0.106412 -1.472 -2.159 0.797
H -0.708149 0.058582 -1.897538 0.155 0.120 0.159
H 1.510009 -1.229076 -0.838569 -0.225 0.121 -0.081
H 1.521818 0.545161 -1.095708 0.172 -0.066 0.114
H 0.664804 -0.932193 1.453514 0.084 0.196 -0.036
H 1.991357 0.262567 1.343626 -0.038 -0.016 0.004
H -1.270087 1.766314 -0.242141 0.219 0.230 0.070
H -1.843572 0.553123 0.885007 0.533 -0.413 -0.863
```
Positions in Å, forces in eV/Å.

=====

Entry from the Open Molecules 2025 dataset: a single C4H8O2 molecule at a distorted geometry (ωB97M-V with the def2-TZVPD basis set).

The value obtained for the total energy is -8370.41677 eV. Its SMILES is CO/C(C)=C/O. The relative energy (zero: lowest compared OMol25 entry of this formula, charge and spin) comes out at 276.4 kJ/mol.

The geometry in XYZ format:
```
14
Properties=species:S:1:pos:R:3:forces:R:3
C 1.290959 -0.976723 -1.276561 -0.321 -0.296 -0.334
O -0.092568 -1.076581 -0.797301 0.484 -0.053 0.291
C -0.454180 -0.110633 0.118537 0.382 0.337 0.379
C -1.894946 0.257404 0.396929 0.140 -0.005 -0.221
C 0.556720 0.350805 0.853687 -0.094 -0.269 0.372
O 0.578750 1.533961 1.546080 -0.293 0.379 0.316
H 1.479562 -1.972368 -1.656634 0.044 -0.021 -0.462
H 2.144861 -0.747309 -0.607007 -1.066 -0.256 0.067
H 1.326085 -0.204446 -2.052855 -0.118 -0.244 -0.085
H -2.472803 -0.629030 0.700911 0.314 0.088 -0.220
H -2.452032 0.748595 -0.407052 0.221 -0.104 -0.059
H -1.875019 0.925227 1.269688 -0.029 -0.131 -0.316
H 1.383467 -0.323785 1.031931 0.390 0.586 -0.088
H 0.481145 2.224888 0.879641 -0.055 -0.011 0.359
```
Positions in Å, forces in eV/Å.

=====

Entry from the Open Molecules 2025 dataset: a single C4H8O2 molecule (ωB97M-V with the def2-TZVPD basis set).

The value obtained for the total energy is -8372.03766 eV. Its SMILES is CC1OCCO1. The relative energy (zero: lowest compared OMol25 entry of this formula, charge and spin) comes out at 120.0 kJ/mol.

The geometry in XYZ format:
```
14
Properties=species:S:1:pos:R:3:forces:R:3
C -0.817298 -1.476487 0.599580 -0.048 -0.050 -0.051
C -0.344605 -0.074563 0.944523 -0.153 -0.229 0.203
O -0.935187 0.901213 0.119737 -0.081 0.060 0.089
C -0.089724 1.031138 -1.004633 0.156 0.031 -0.237
C 1.305340 0.737051 -0.436548 0.119 0.168 -0.227
O 1.054641 0.036474 0.769424 0.030 -0.051 0.109
H -0.302417 -2.212933 1.223071 -0.068 0.122 -0.062
H -1.896431 -1.560120 0.758870 0.140 0.010 -0.005
H -0.597777 -1.700274 -0.449999 -0.027 0.017 0.139
H -0.587298 0.185173 1.981659 0.039 -0.042 -0.138
H -0.200294 2.044729 -1.394467 0.056 -0.118 0.027
H -0.359115 0.317467 -1.795184 -0.001 0.061 0.116
H 1.909039 0.119716 -1.111101 -0.089 0.081 0.071
H 1.861126 1.651416 -0.204930 -0.075 -0.061 -0.033
```
Positions in Å, forces in eV/Å.

=====

Copy entry 3 word for word.
Entry from the Open Molecules 2025 dataset: a single C4H8O2 molecule (ωB97M-V with the def2-TZVPD basis set).

The value obtained for the total energy is -8372.03766 eV. Its SMILES is CC1OCCO1. The relative energy (zero: lowest compared OMol25 entry of this formula, charge and spin) comes out at 120.0 kJ/mol.

The geometry in XYZ format:
```
14
Properties=species:S:1:pos:R:3:forces:R:3
C -0.817298 -1.476487 0.599580 -0.048 -0.050 -0.051
C -0.344605 -0.074563 0.944523 -0.153 -0.229 0.203
O -0.935187 0.901213 0.119737 -0.081 0.060 0.089
C -0.089724 1.031138 -1.004633 0.156 0.031 -0.237
C 1.305340 0.737051 -0.436548 0.119 0.168 -0.227
O 1.054641 0.036474 0.769424 0.030 -0.051 0.109
H -0.302417 -2.212933 1.223071 -0.068 0.122 -0.062
H -1.896431 -1.560120 0.758870 0.140 0.010 -0.005
H -0.597777 -1.700274 -0.449999 -0.027 0.017 0.139
H -0.587298 0.185173 1.981659 0.039 -0.042 -0.138
H -0.200294 2.044729 -1.394467 0.056 -0.118 0.027
H -0.359115 0.317467 -1.795184 -0.001 0.061 0.116
H 1.909039 0.119716 -1.111101 -0.089 0.081 0.071
H 1.861126 1.651416 -0.204930 -0.075 -0.061 -0.033
```
Positions in Å, forces in eV/Å.

=====

- What is the formula in the second record?
  C4H8O2

=====

- Which formula does entry 2 have?
  C4H8O2